(1)
82
Properties=species:S:1:pos:R:3:lowdin_charge:R:1 method="wB97M-V/def2-TZVPD" homo_lumo_gap_ev="5.04 / 5.38" homo_ha="-0.1108 / -0.1247" de_lowest_kcal_mol=0.0 total_charge=-1 multiplicity=3 e_tot_ev=-152781.89475 mol_weight_g_mol=857.1
C 4.57 -0.44 -1.51 -0.051
C 4.23 0.83 -0.76 -0.241
H 5.24 -0.23 -2.34 0.057
H 3.66 -0.91 -1.90 0.065
H 5.08 -1.16 -0.85 0.085
C 4.96 1.95 -0.84 -0.146
C 6.01 2.18 -1.89 -0.143
H 4.82 2.75 -0.11 0.097
H 5.67 1.89 -2.89 0.066
H 6.95 1.66 -1.69 0.065
H 6.23 3.25 -1.92 0.055
Pt -1.07 -1.65 -0.04 0.216
Cl 0.54 -2.88 1.12 -0.146
Cl -2.81 -0.83 -1.38 -0.050
H -5.05 -1.49 1.56 0.089
H -5.34 -4.96 2.03 0.087
C -5.07 -2.19 0.72 -0.057
C -4.98 -4.69 1.03 -0.044
N -4.31 -3.39 1.04 -0.172
H -4.65 -1.70 -0.17 -0.010
C -3.03 -3.27 1.36 -0.290
O -2.48 -2.12 1.40 -0.305
H -4.28 -5.46 0.69 0.089
H -2.45 -4.18 1.57 0.143
H -6.10 -2.49 0.52 0.079
H -5.84 -4.64 0.35 0.083
H 1.03 1.54 -3.10 0.070
H 2.54 3.38 -2.27 0.084
C 0.16 2.20 -3.02 -0.068
C 1.64 4.03 -2.31 -0.077
N 0.46 3.23 -2.06 -0.194
H -0.72 1.63 -2.70 0.076
C -0.47 3.60 -1.13 -0.342
O -1.66 3.30 -1.16 -0.043
H 1.71 4.82 -1.55 0.083
H -0.03 4.22 -0.31 0.128
H -0.04 2.66 -4.01 0.084
H 1.59 4.48 -3.32 0.082
O 1.97 0.99 -0.90 -0.336
C 2.92 0.77 0.02 -0.529
C 2.25 2.96 1.21 -0.069
C 2.75 1.65 1.28 -0.208
H 2.06 3.38 0.21 0.083
C 1.99 3.69 2.37 -0.104
H 2.90 -0.28 0.39 0.115
C 3.02 1.10 2.53 -0.055
H 1.59 4.70 2.29 0.088
C 2.29 3.14 3.62 -0.128
C 2.80 1.84 3.70 -0.111
H 3.41 0.08 2.57 0.113
H 2.14 3.73 4.53 0.084
H 3.06 1.40 4.66 0.086
Si -0.13 -2.89 -2.84 0.223
Cl 0.50 -1.15 -1.69 0.360
C -1.35 -2.26 -4.11 -0.238
C -1.10 -4.12 -1.80 -0.263
C 1.43 -3.68 -3.48 -0.212
H -1.21 -1.21 -4.36 0.026
H -2.37 -2.37 -3.71 -0.004
H -1.28 -2.86 -5.03 0.024
H 1.89 -3.12 -4.31 0.033
H 1.17 -4.68 -3.85 0.027
H 2.16 -3.81 -2.67 0.037
H -0.60 -4.34 -0.84 -0.026
H -1.15 -5.05 -2.39 0.033
H -2.12 -3.78 -1.60 0.003
C -3.12 2.60 1.45 -0.037
N -2.88 1.51 2.37 -0.119
C -3.76 1.09 3.36 -0.058
C -3.14 0.09 4.04 -0.054
N -1.90 -0.10 3.45 -0.124
C -0.93 -1.09 3.89 -0.045
C -1.75 0.74 2.39 -0.604
Se -0.44 0.72 1.08 0.835
H -4.20 2.78 1.41 0.093
H -2.74 2.36 0.46 0.044
H -2.62 3.51 1.80 0.102
H -4.73 1.53 3.47 0.113
H -3.46 -0.49 4.89 0.111
H -1.33 -1.57 4.79 0.089
H -0.76 -1.84 3.11 0.006
H 0.03 -0.59 4.11 0.096

(2)
73
Properties=species:S:1:pos:R:3:lowdin_charge:R:1 method="wB97M-V/def2-TZVPD" homo_lumo_gap_ev="5.86 / 2.77" homo_ha="-0.3209 / -0.2332" total_charge=+1 multiplicity=4 e_tot_ev=-74871.33330 mol_weight_g_mol=589.8
Er 2.29 1.64 0.89 1.081
C 3.30 -0.88 1.29 -0.262
C 3.44 -0.69 -0.10 -0.270
C 4.49 1.09 0.95 -0.358
C 3.91 0.23 1.96 -0.330
C 4.12 0.54 -0.33 -0.340
C 2.82 -2.11 1.98 -0.038
H 2.06 -2.64 1.39 0.047
H 2.39 -1.89 2.96 0.081
H 3.65 -2.82 2.14 0.101
C 3.84 0.52 3.41 -0.054
H 3.77 -0.41 3.98 0.083
H 2.96 1.14 3.68 0.043
H 4.74 1.06 3.74 0.089
C 4.84 2.50 1.19 -0.055
H 5.40 2.58 2.13 0.097
H 3.96 3.23 1.26 0.078
H 5.49 2.85 0.38 0.092
C 4.34 1.20 -1.64 -0.051
H 5.39 1.13 -1.95 0.097
H 4.08 2.27 -1.61 0.075
H 3.73 0.74 -2.42 0.075
C 3.06 -1.67 -1.16 -0.043
H 3.78 -1.67 -1.99 0.089
H 2.07 -1.45 -1.58 0.050
H 3.01 -2.70 -0.75 0.085
C -1.42 -1.22 1.94 -0.096
C -0.86 -2.37 1.55 -0.092
C -0.47 -2.80 0.15 -0.154
C -1.39 -2.26 -0.97 -0.268
C -0.95 -1.07 -1.64 -0.127
C -1.21 0.32 -1.27 -0.406
C -1.37 0.73 0.23 -0.138
C -2.19 -0.23 1.13 -0.226
H -0.52 -3.90 0.13 0.120
H -2.42 -2.21 -0.56 0.020
H 0.58 -2.56 -0.11 0.092
H -2.94 -0.76 0.48 -0.016
H -1.19 -0.85 2.94 0.115
H -0.49 -3.06 2.32 0.113
H -2.76 0.41 1.82 0.122
H -0.36 0.89 0.65 0.082
H -0.34 0.90 -1.63 0.121
H -1.81 1.74 0.30 0.109
H -1.44 -3.04 -1.76 0.129
H -0.09 -1.19 -2.33 0.114
P -4.09 -1.12 -1.04 0.809
C -5.57 -1.17 0.01 -0.237
C -4.49 -2.23 -2.42 -0.249
P -2.42 1.01 -2.42 0.901
C -4.06 0.54 -1.78 -0.412
C -2.06 0.26 -4.01 -0.148
C -2.44 2.79 -2.55 -0.160
H -5.71 -0.22 0.54 0.053
H -5.47 -1.98 0.75 0.059
H -6.46 -1.38 -0.61 0.047
H -5.50 -1.99 -2.79 0.049
H -4.49 -3.27 -2.07 0.062
H -3.77 -2.14 -3.24 0.041
H -3.39 3.09 -3.01 0.079
H -1.60 3.10 -3.18 0.070
H -2.36 3.25 -1.55 0.069
H -4.39 1.25 -1.01 0.082
H -4.81 0.55 -2.59 0.077
H -1.56 1.03 -4.62 0.071
H -2.98 -0.07 -4.51 0.071
H -1.39 -0.60 -3.91 0.060
C 0.75 2.98 4.21 -0.101
C 1.47 2.58 2.98 -0.376
O 1.79 3.38 2.04 -0.236
H 0.01 3.79 4.08 0.081
H 1.48 3.24 5.00 0.095
H 0.22 2.08 4.54 0.065

(3)
74
Properties=species:S:1:pos:R:3:lowdin_charge:R:1 method="wB97M-V/def2-TZVPD" homo_lumo_gap_ev=4.90 homo_ha=-0.4686 de_lowest_kcal_mol=107.2 total_charge=+2 e_tot_ev=-50572.17839 mol_weight_g_mol=529.8
Zr -0.79 -1.43 0.20 1.634
C 1.60 -1.48 2.14 -0.169
C 0.21 -1.17 2.50 -0.303
C 0.29 -3.31 1.66 -0.283
C 1.62 -2.80 1.64 -0.188
C -0.55 -2.38 2.34 -0.397
C 2.83 -0.71 2.41 0.000
H 2.66 0.37 2.52 0.078
H 3.57 -0.84 1.62 0.095
H 3.31 -1.05 3.34 0.123
C 2.74 -3.44 0.92 0.018
H 3.70 -3.06 1.30 0.103
H 2.66 -3.15 -0.14 0.071
H 2.68 -4.53 0.97 0.101
C -0.06 -4.68 1.24 -0.010
H -1.03 -4.98 1.64 0.086
H 0.71 -5.42 1.51 0.110
H -0.20 -4.74 0.14 0.090
C -1.89 -2.74 2.88 -0.013
H -1.91 -3.79 3.25 0.116
H -2.68 -2.71 2.10 0.077
H -2.21 -2.10 3.71 0.103
C -0.24 0.07 3.24 -0.036
H -0.66 -0.26 4.20 0.099
H -1.04 0.67 2.73 0.070
H 0.61 0.74 3.43 0.089
C 3.26 1.96 -0.60 -0.083
C 3.37 2.69 0.53 -0.111
C 2.42 3.69 1.09 -0.178
C 1.51 4.39 0.01 -0.120
C 0.19 3.65 0.10 -0.113
C 0.30 2.33 0.40 -0.216
C 0.80 1.18 -0.41 -0.271
C 2.01 1.55 -1.35 -0.160
H 3.04 4.38 1.69 0.120
H 1.97 4.21 -0.96 0.100
H 1.77 3.21 1.83 0.095
H 1.66 2.36 -2.01 0.105
H 4.18 1.53 -1.02 0.110
H 4.32 2.60 1.08 0.115
H 2.19 0.69 -2.00 0.079
H 1.03 0.27 0.23 0.080
H 0.07 2.00 1.43 0.094
H -0.07 1.03 -1.11 -0.015
H 1.50 5.47 0.12 0.121
H -0.68 4.24 0.44 0.108
P -1.48 2.41 -2.22 0.916
C -1.66 2.82 -4.05 -0.257
C -2.57 3.86 -1.77 -0.260
P -2.68 -0.02 -0.39 0.759
C -2.66 0.95 -1.99 -0.504
C -4.29 0.70 0.18 -0.215
C -3.11 -1.73 -0.98 -0.272
H -1.81 1.93 -4.67 0.042
H -0.74 3.35 -4.37 0.049
H -2.51 3.52 -4.21 0.033
H -3.06 4.26 -2.67 0.035
H -1.93 4.65 -1.36 0.033
H -3.34 3.58 -1.05 0.036
H -3.67 -1.54 -1.90 0.086
H -3.80 -2.23 -0.27 0.074
H -2.25 -2.42 -1.26 0.045
H -2.50 0.21 -2.77 0.055
H -3.62 1.49 -2.16 0.054
H -4.90 -0.04 0.74 0.064
H -4.88 1.01 -0.70 0.065
H -4.10 1.58 0.81 0.066
C 1.69 -3.83 -2.56 0.021
C 1.34 -2.51 -1.94 -0.562
O 2.01 -1.50 -2.12 0.093
O 0.24 -2.53 -1.11 -0.280
H 2.06 -3.70 -3.59 0.108
H 0.87 -4.56 -2.58 0.093
H 2.57 -4.24 -2.03 0.100

(4)
80
Properties=species:S:1:pos:R:3:lowdin_charge:R:1 method="wB97M-V/def2-TZVPD" homo_lumo_gap_ev=7.74 homo_ha=-0.4069 total_charge=+1 e_tot_ev=-115884.04199 mol_weight_g_mol=573.5
C 1.73 -1.69 3.83 0.002
C 1.42 -0.83 2.65 -0.084
C 0.03 -0.86 1.77 -0.186
O -0.64 0.40 1.92 -0.131
C -0.44 1.43 0.94 -0.275
C -1.77 2.38 1.15 -0.073
C -3.04 1.49 1.80 -0.161
C -4.48 2.34 1.70 -0.204
C -5.71 1.34 1.20 -0.258
C -6.35 0.68 2.57 -0.149
C 0.80 2.38 1.55 -0.194
C 0.86 2.43 3.18 -0.053
F 0.68 3.74 0.91 -0.106
C -0.06 1.01 -0.60 -0.073
C -1.08 1.49 -1.77 -0.085
C -2.59 0.99 -1.88 -0.538
O -3.64 1.66 -1.33 -0.096
Br -3.25 -0.61 -2.97 0.672
N 0.63 -0.35 -0.76 -0.190
O 1.92 -0.10 -0.36 0.007
C 0.75 -0.83 -2.18 -0.100
C 1.71 0.13 -3.17 -0.114
C 1.16 0.18 -4.72 -0.103
F 0.90 1.63 -5.03 -0.143
C 0.15 -1.42 0.24 -0.198
C 1.02 -2.80 0.23 -0.080
C 0.83 -3.88 1.41 -0.214
O 0.49 -5.21 0.80 -0.134
C -1.41 -1.85 -0.21 -0.127
O -2.02 -2.91 0.59 -0.251
C -3.45 -2.67 0.86 -0.080
H 1.15 -1.73 4.84 0.088
H 2.71 -2.37 3.74 0.089
H 2.21 0.00 2.33 0.109
H -0.66 -1.64 2.37 0.180
H -2.09 3.04 0.26 0.108
H -1.54 3.16 2.03 0.143
H -3.24 0.50 1.20 0.076
H -2.89 1.25 2.93 0.118
H -4.80 2.75 2.75 0.107
H -4.39 3.23 0.92 0.113
H -6.55 1.97 0.67 0.109
H -5.34 0.53 0.42 0.091
H -6.73 -0.44 2.41 0.080
H -5.51 0.73 3.41 0.076
H -7.27 1.35 2.88 0.084
H 1.87 1.99 1.19 0.146
H 1.16 3.55 3.48 0.114
H -0.15 2.21 3.74 0.100
H 1.76 1.76 3.60 0.094
H 0.85 1.77 -0.84 0.183
H -0.64 1.43 -2.89 0.134
H -1.14 2.68 -1.64 0.172
H 2.57 -0.73 -0.75 0.146
H -0.30 -0.99 -2.73 0.112
H 1.29 -1.89 -2.31 0.166
H 1.80 1.24 -2.74 0.138
H 2.82 -0.29 -3.12 0.100
H 2.09 -0.11 -5.40 0.144
H 0.25 -0.51 -4.94 0.131
H 0.75 -3.36 -0.79 0.142
H 2.20 -2.64 0.16 0.141
H 0.00 -3.69 2.21 0.123
H 1.85 -4.06 1.99 0.136
H -0.52 -5.28 0.98 0.116
H -1.48 -2.21 -1.32 0.111
H -2.04 -0.89 0.04 0.115
H -4.00 -2.28 -0.09 0.097
H -3.51 -1.90 1.76 0.114
H -3.96 -3.69 1.17 0.123
C 6.51 1.44 -1.85 -0.017
C 6.08 0.32 -2.76 -0.474
O 4.99 -0.22 -2.64 0.011
C 7.05 -0.11 -3.83 -0.016
H 5.71 1.64 -1.12 0.081
H 7.41 1.15 -1.30 0.093
H 6.69 2.34 -2.43 0.094
H 7.98 -0.46 -3.37 0.094
H 7.26 0.73 -4.50 0.093
H 6.61 -0.92 -4.42 0.087

(5)
74
Properties=species:S:1:pos:R:3:lowdin_charge:R:1 method="wB97M-V/def2-TZVPD" homo_lumo_gap_ev=3.16 homo_ha=-0.0369 total_charge=-1 e_tot_ev=-108944.97747 mol_weight_g_mol=608.7
Ga 1.17 1.50 5.60 -0.465
Cl 1.95 -0.52 5.26 -0.175
P -0.11 0.33 -0.18 1.165
C -0.72 -0.45 1.38 -0.271
H 0.13 -0.38 2.08 0.072
H -1.45 0.28 1.76 0.069
C 1.70 0.63 -0.12 -0.362
C -0.91 1.99 -0.15 -0.395
C 2.31 0.87 -1.51 -0.211
H 1.79 1.57 0.46 0.110
C 3.76 1.34 -1.39 -0.196
H 2.29 -0.07 -2.10 0.097
H 1.73 1.61 -2.09 0.090
C 4.63 0.40 -0.54 -0.204
H 4.19 1.45 -2.39 0.107
H 3.76 2.34 -0.93 0.115
C 3.97 0.00 0.79 -0.185
H 4.84 -0.51 -1.12 0.110
H 5.59 0.88 -0.34 0.104
C 2.51 -0.45 0.63 -0.180
H 4.54 -0.81 1.26 0.115
H 3.99 0.85 1.47 0.119
H 2.46 -1.40 0.07 0.116
H 2.08 -0.64 1.63 0.101
C -0.63 -0.71 -1.59 -0.363
C -2.44 1.92 -0.28 -0.192
H -0.67 2.34 0.88 0.012
C -3.06 3.30 0.00 -0.191
H -2.71 1.60 -1.30 0.107
H -2.87 1.19 0.41 0.111
C -2.47 4.41 -0.89 -0.204
H -4.15 3.24 -0.14 0.109
H -2.88 3.55 1.05 0.118
C -0.94 4.41 -0.91 -0.191
H -2.85 4.29 -1.91 0.108
H -2.83 5.38 -0.53 0.106
C -0.32 3.02 -1.12 -0.200
H -0.58 5.08 -1.70 0.107
H -0.57 4.81 0.04 0.116
H -0.49 2.70 -2.16 0.103
H 0.77 3.10 -0.98 0.101
C 0.28 -1.93 -1.77 -0.193
H -1.63 -1.07 -1.28 0.122
C -0.37 -2.93 -2.74 -0.186
H 1.26 -1.62 -2.16 0.101
H 0.46 -2.43 -0.80 0.075
C -0.71 -2.29 -4.09 -0.204
H 0.32 -3.77 -2.89 0.113
H -1.28 -3.32 -2.28 0.116
C -1.41 -0.93 -3.97 -0.194
H 0.21 -2.16 -4.67 0.108
H -1.35 -2.97 -4.66 0.104
C -0.79 0.02 -2.93 -0.200
H -1.42 -0.42 -4.95 0.107
H -2.46 -1.09 -3.69 0.115
H 0.20 0.36 -3.28 0.109
H -1.42 0.91 -2.83 0.086
C -0.18 -2.92 1.66 -0.227
C -1.29 -1.82 1.43 -0.410
H 0.36 -3.30 0.79 -0.007
C -2.32 -1.90 2.57 -0.191
H -1.79 -2.07 0.48 0.097
C -1.62 -1.86 3.93 -0.215
H -3.03 -1.06 2.50 0.093
H -2.90 -2.82 2.46 0.106
C -0.78 -3.11 4.15 -0.213
H -0.98 -0.97 3.99 0.084
H -2.37 -1.78 4.72 0.102
C 0.20 -3.40 2.97 -0.333
H -0.21 -3.03 5.08 0.085
H -1.45 -3.97 4.25 0.094
H 1.19 -3.00 3.24 0.059
H 0.34 -4.50 2.89 0.081
I 0.40 2.71 3.49 0.013

(6)
74
Properties=species:S:1:pos:R:3:lowdin_charge:R:1 method="wB97M-V/def2-TZVPD" homo_lumo_gap_ev="4.97 / 4.82" homo_ha="-0.0900 / -0.0847" total_charge=-1 multiplicity=3 e_tot_ev=-86098.06850 mol_weight_g_mol=707.9
Tm -0.36 1.52 2.82 0.365
P -0.30 -0.31 0.06 1.065
Cl -2.35 2.38 1.54 -0.057
C -1.59 1.27 4.54 -0.429
H -2.34 2.10 4.73 -0.120
H -0.97 1.27 5.49 -0.126
C -0.66 0.39 -1.69 -0.422
C -1.50 -1.78 0.22 -0.427
C -2.06 0.99 -1.75 -0.237
H 0.06 1.23 -1.72 0.104
C -2.24 1.88 -2.99 -0.199
H -2.82 0.19 -1.77 0.101
H -2.25 1.58 -0.84 0.015
C -1.90 1.16 -4.29 -0.213
H -3.27 2.26 -3.03 0.106
H -1.59 2.76 -2.88 0.111
C -0.57 0.40 -4.23 -0.202
H -2.70 0.45 -4.53 0.108
H -1.86 1.88 -5.12 0.100
C -0.40 -0.45 -2.95 -0.212
H -0.47 -0.25 -5.11 0.104
H 0.26 1.11 -4.29 0.109
H -1.11 -1.28 -3.00 0.093
H 0.61 -0.88 -2.96 0.079
C 1.32 -1.27 -0.25 -0.514
C -2.08 -2.44 -1.04 -0.217
H -0.91 -2.57 0.73 0.110
C -3.00 -3.61 -0.68 -0.203
H -2.67 -1.70 -1.61 0.093
H -1.30 -2.81 -1.71 0.088
C -4.11 -3.21 0.29 -0.214
H -3.44 -4.03 -1.60 0.104
H -2.39 -4.41 -0.23 0.111
C -3.58 -2.47 1.52 -0.194
H -4.82 -2.56 -0.24 0.109
H -4.67 -4.10 0.61 0.101
C -2.60 -1.33 1.18 -0.242
H -4.42 -2.06 2.10 0.110
H -3.07 -3.19 2.17 0.114
H -3.14 -0.47 0.76 0.095
H -2.15 -0.97 2.12 0.078
C 2.38 -0.34 -0.85 -0.227
H 1.62 -1.47 0.80 -0.087
C 3.77 -0.99 -0.84 -0.200
H 2.12 -0.08 -1.89 0.098
H 2.41 0.61 -0.28 0.092
C 3.79 -2.37 -1.49 -0.210
H 4.49 -0.33 -1.34 0.103
H 4.11 -1.07 0.21 0.108
C 2.68 -3.29 -0.99 -0.200
H 3.70 -2.25 -2.58 0.107
H 4.76 -2.85 -1.32 0.102
C 1.29 -2.62 -0.97 -0.209
H 2.63 -4.19 -1.61 0.104
H 2.91 -3.63 0.02 0.114
H 0.96 -2.49 -2.02 0.090
H 0.58 -3.32 -0.50 0.100
C 0.82 3.59 1.75 -0.194
C 0.62 3.47 3.01 -0.322
H 0.01 3.79 1.07 0.074
C 1.65 2.80 3.84 -0.303
H -0.36 3.56 3.55 0.102
C 2.95 3.55 3.70 -0.185
H 1.27 2.68 4.87 0.123
H 1.94 1.77 3.48 -0.062
C 3.32 3.51 2.21 -0.181
H 2.81 4.57 4.05 0.111
H 3.75 3.13 4.36 0.120
C 2.19 3.73 1.17 -0.161
H 4.04 4.31 2.06 0.100
H 3.83 2.55 2.03 0.112
H 2.36 4.70 0.62 0.128
H 2.29 3.01 0.36 0.096
I 1.70 -0.71 3.14 0.208